(1)
Entry from the OMol25 dataset: one molecule with the formula C7H9N (ωB97M-V with the def2-TZVPD basis set).

Geometry (Å):
1 H 1.640 -2.548 -0.318
2 N -0.140 1.135 -1.270
3 H -0.616 2.176 2.653
4 C 0.679 -1.310 -1.830
5 C -0.730 1.725 -0.124
6 H 0.499 -1.163 -2.827
7 H 0.546 -1.056 1.022
8 H -1.754 0.998 2.464
9 H -1.234 2.622 -0.137
10 H -0.754 1.146 -2.211
11 C 0.272 -0.162 -1.018
12 C 0.075 -0.384 0.345
13 C -0.445 0.890 0.924
14 H -0.137 0.464 3.060
15 C 1.284 -2.356 -1.260
16 C -0.695 1.097 2.357
17 H 1.512 -3.274 -1.829

The value obtained for the energy relative to the best compared isomer or geometry (same formula, charge and spin) is 238.8 kJ/mol. The lowest unoccupied orbital energy comes out at 1.0 eV. Its spin multiplicity is 1. The HOMO energy is -7.72 eV.

(2)
Entry from the OMol25 dataset: one molecule with the formula C3H10BNOP2 (ωB97M-V with the def2-TZVPD basis set).

Geometry (Å):
1 H -3.640 1.450 -0.099
2 C -3.221 0.524 -0.115
3 O -1.066 1.916 0.165
4 H 2.785 -1.741 0.226
5 C 1.334 0.576 0.500
6 H 1.283 -1.826 1.562
7 H 0.893 -0.233 -1.579
8 H 1.133 0.616 1.488
9 B -1.654 0.795 0.082
10 P 1.305 -2.000 0.064
11 H -3.383 -0.013 -1.167
12 C 0.564 -0.249 -0.439
13 H 2.677 1.177 -1.455
14 H -1.256 -1.335 -0.321
15 H 3.744 1.099 0.401
16 P 2.471 1.836 -0.104
17 N -0.781 -0.477 -0.055
18 H -3.666 0.008 0.723

The value obtained for the energy relative to the best compared isomer or geometry (same formula, charge and spin) is 323.1 kJ/mol. The lowest unoccupied orbital energy (alpha / beta) comes out at -1.8 / -1.7 eV. Its spin multiplicity is 1. The HOMO energy (alpha / beta) is -8.16 / -8.16 eV.

(3)
Entry from the OMol25 dataset: one molecule with the formula C5H6N2O (ωB97M-V with the def2-TZVPD basis set).

Geometry (Å):
1 H 0.985 1.716 -1.070
2 H -2.673 -0.244 -0.263
3 C 1.311 0.341 0.662
4 N 3.435 -0.519 -0.557
5 H -2.278 -1.757 0.647
6 C 0.594 1.404 -0.142
7 H 0.502 2.202 0.496
8 C -2.130 -1.169 -0.295
9 C -0.808 -0.483 0.012
10 H -2.198 -1.572 -1.282
11 N 0.148 -1.043 0.558
12 H 1.353 0.412 1.680
13 C 2.516 -0.094 -0.025
14 O -0.758 0.804 -0.421

The value obtained for the energy relative to the best compared isomer or geometry (same formula, charge and spin) is 195.8 kJ/mol. The lowest unoccupied orbital energy comes out at 0.7 eV. Its spin multiplicity is 1. The HOMO energy is -10.49 eV.

(4)
Entry from the OMol25 dataset: one molecule with the formula C4H12NPS (ωB97M-V with the def2-TZVPD basis set).

Geometry (Å):
1 H -0.092 0.772 1.827
2 H 1.683 0.839 1.916
3 H 2.689 0.722 -0.553
4 N 0.917 -0.052 0.225
5 S -2.200 -0.098 0.378
6 H -2.640 0.711 -1.598
7 P -0.514 -1.108 -0.388
8 H -2.709 2.161 -0.459
9 H -1.210 -2.219 1.742
10 H 1.827 -0.188 -1.689
11 H 0.612 2.073 0.761
12 C -0.454 -2.349 0.945
13 C 0.766 0.990 1.198
14 C -2.201 1.306 -0.789
15 H -1.224 1.583 -1.131
16 C 1.726 0.424 -0.823
17 H -0.463 -3.410 0.633
18 H 0.640 -2.123 1.312
19 H 1.250 1.405 -1.193

The value obtained for the energy relative to the best compared isomer or geometry (same formula, charge and spin) is 202.4 kJ/mol. The lowest unoccupied orbital energy (alpha / beta) comes out at 0.9 / -2.6 eV. Its spin multiplicity is 3. The HOMO energy (alpha / beta) is -3.94 / -8.60 eV.

(5)
Entry from the OMol25 dataset: a 10-piece molecular cluster, C40H50F30O20 overall (ωB97M-V with the def2-TZVPD basis set).

Geometry (Å):
1 H -1.242 -5.677 6.747
2 F 6.068 -4.636 -3.196
3 C -0.153 1.643 0.217
4 F -1.354 -1.052 -4.284
5 F 2.413 4.091 1.841
6 C -4.823 6.344 -4.112
7 H 0.026 -0.698 2.319
8 C -5.605 5.107 -3.710
9 H -3.147 -2.419 5.842
10 H 1.045 -2.491 1.105
11 H 1.275 -5.247 -1.509
12 C -0.782 -5.161 2.782
13 H 0.263 -6.646 6.937
14 F -1.277 3.490 0.959
15 O -2.731 6.019 1.309
16 H -4.542 -2.317 3.650
17 C -2.284 1.240 4.206
18 F -3.101 -5.360 2.306
19 H 0.837 3.755 -2.515
20 H 0.655 -3.576 -1.792
21 C 1.528 -4.229 -1.804
22 H -5.572 2.170 -4.845
23 F 5.971 -5.801 -1.383
24 H -0.955 6.554 2.156
25 H -6.558 2.942 -3.479
26 F -1.068 1.697 4.342
27 C 3.246 -1.730 4.199
28 H -1.962 7.879 1.907
29 C -0.487 -6.276 6.238
30 O -4.881 3.936 -4.117
31 O 3.310 -6.759 -2.826
32 C -0.996 6.947 0.047
33 H -1.760 6.920 -0.730
34 C -3.842 -1.647 -0.637
35 H -3.614 -2.621 -0.203
36 H -5.498 -3.157 4.785
37 F -1.017 0.268 -2.638
38 C 5.024 0.873 -4.164
39 F -4.450 4.349 0.526
40 F 4.075 -3.528 0.814
41 O 3.496 -2.438 2.990
42 C 3.649 -3.765 3.071
43 H 2.100 -3.411 -3.851
44 C -2.021 -1.805 -2.148
45 H 1.651 -1.183 5.676
46 F 5.241 -1.142 -2.994
47 H -0.338 -2.271 0.154
48 C 1.844 3.947 -2.884
49 H 1.200 -0.847 4.173
50 C -4.410 -0.619 0.355
51 H -4.359 0.414 0.010
52 F 6.148 -6.710 -3.317
53 C 2.538 5.040 -2.090
54 H -1.127 -7.056 5.826
55 H 2.277 -3.886 -1.090
56 O 0.983 1.988 0.035
57 H -4.438 -1.645 6.626
58 C 1.786 -1.612 4.683
59 H 1.707 -5.129 -3.779
60 H 0.975 -5.902 4.611
61 H -3.684 1.735 -3.290
62 C -1.681 6.936 1.439
63 F 5.957 0.615 -2.008
64 F 3.907 0.332 -2.195
65 F -3.148 2.074 4.795
66 H -5.461 -0.868 0.494
67 C 0.595 -1.773 0.419
68 O -0.500 0.427 0.720
69 F -1.140 3.180 -1.251
70 H -5.805 -1.476 4.337
71 H 0.424 -4.500 5.393
72 F -2.482 1.972 -0.012
73 C -4.727 1.754 -2.975
74 C -4.010 -1.786 5.634
75 H 1.298 -0.071 1.600
76 H 5.474 0.639 -6.705
77 H 7.952 0.792 -7.562
78 O 4.080 1.465 -4.677
79 O 4.558 3.498 -0.925
80 H 7.759 -0.641 -6.537
81 C 3.454 3.477 1.315
82 O -1.412 -0.950 4.640
83 C -2.392 -0.153 4.781
84 F -4.933 6.429 -5.396
85 C 3.669 3.929 -0.185
86 H -5.075 0.733 -3.128
87 H -4.849 1.826 -1.894
88 H 3.756 -0.772 4.098
89 H 1.336 -2.577 4.916
90 H 2.379 2.999 -2.937
91 C 7.689 0.447 -6.562
92 F 3.253 2.187 1.528
93 O -3.509 -0.476 5.441
94 C 0.358 -0.530 1.295
95 H 6.280 2.084 -6.286
96 C 4.057 -5.770 -2.884
97 F 4.508 3.895 1.974
98 O -1.018 -5.455 4.095
99 C 5.016 0.147 -2.804
100 H 1.953 5.956 -2.175
101 O 0.247 -4.559 2.393
102 H -3.931 -0.636 1.334
103 F -5.609 5.391 2.113
104 O 3.574 -4.520 -3.016
105 F -5.312 7.479 -3.567
106 H 1.800 4.223 -3.937
107 F -1.910 -4.567 0.845
108 O -2.245 -3.007 -2.349
109 O -6.751 5.156 -3.288
110 H -4.527 -1.899 -1.446
111 C -1.863 -5.495 1.778
112 C 6.335 1.004 -6.144
113 H 3.897 -2.170 4.955
114 C -1.067 -1.016 -2.972
115 F -1.672 -6.698 1.276
116 C 0.076 -5.477 5.057
117 F -5.875 5.836 -0.058
118 C -5.031 5.510 0.935
119 C -1.298 2.612 -0.018
120 F -3.571 6.162 -3.797
121 O -4.133 7.780 0.817
122 C -5.028 -2.187 4.617
123 O 3.563 -4.457 4.140
124 O 6.268 0.698 -4.744
125 F 0.128 -1.512 -2.724
126 F 2.577 -5.136 1.445
127 H 8.448 0.803 -5.865
128 C -3.982 6.557 0.980
129 H 1.229 -1.694 -0.464
130 C 5.586 -5.717 -2.660
131 H -0.395 7.850 -0.056
132 C -5.579 2.700 -3.892
133 C 2.171 -4.307 -3.233
134 F 4.727 -5.357 1.694
135 C 3.749 -4.481 1.696
136 O -2.671 -1.060 -1.256
137 F -2.538 1.143 2.822
138 O 2.702 4.765 -0.692
139 H -0.423 6.036 -0.128
140 H 3.510 5.351 -2.471

The value obtained for the energy relative to the best compared isomer or geometry (same formula, charge and spin) is 538.2 kJ/mol. The lowest unoccupied orbital energy comes out at 0.1 eV. Its spin multiplicity is 1. The HOMO energy is -10.83 eV.

(6)
Entry from the OMol25 dataset: one molecule with the formula CH5INPS (ωB97M-V with the def2-TZVPD basis set).

Geometry (Å):
1 H 0.042 -0.520 -2.426
2 H 0.348 0.990 -1.450
3 N 0.305 -0.002 -1.562
4 H 1.589 0.311 0.751
5 H 0.218 1.364 1.357
6 I -2.623 0.681 -0.085
7 S -0.481 -2.449 0.024
8 P -0.496 -0.549 -0.049
9 H 0.574 -0.183 2.248
10 C 0.524 0.358 1.192

The value obtained for the energy relative to the best compared isomer or geometry (same formula, charge and spin) is 52.1 kJ/mol. The lowest unoccupied orbital energy comes out at -0.2 eV. Its spin multiplicity is 1. The HOMO energy is -9.11 eV.

(7)
Entry from the OMol25 dataset: C20H17BrN2O9P as an isolated structure (ωB97M-V with the def2-TZVPD basis set).

Geometry (Å):
1 H -6.856 -5.319 0.737
2 H -4.658 -3.367 -2.078
3 H -3.261 -3.033 1.106
4 C 8.040 3.928 -2.202
5 C 2.551 1.878 -1.415
6 H 10.002 4.133 -1.245
7 C -3.608 -1.157 4.035
8 C -3.993 -2.043 2.908
9 H -6.137 -4.120 1.581
10 H -4.387 -0.912 4.747
11 O -3.240 -1.306 -3.203
12 H 9.130 3.939 1.079
13 H 1.224 0.892 1.622
14 C -1.710 -1.927 2.028
15 O 6.612 3.607 1.608
16 H 1.894 1.112 -3.355
17 C 0.568 0.123 -0.322
18 O -7.092 -4.206 -1.815
19 C -1.318 -1.042 3.150
20 O 8.470 4.025 -3.332
21 O -5.122 -2.463 2.782
22 C 7.035 3.703 0.476
23 P -6.904 -3.342 -0.414
24 C -2.951 -2.391 1.921
25 Br -6.271 -0.532 -0.277
26 H -5.552 -2.003 -2.700
27 C 8.949 3.996 -1.029
28 N -6.256 -4.509 0.654
29 H -7.250 -3.595 -2.540
30 C -4.880 -2.317 -1.896
31 C -2.367 -0.695 4.147
32 O 3.396 2.624 -1.879
33 C 8.484 3.892 0.212
34 H 2.949 2.421 0.672
35 C 1.714 1.029 -2.291
36 C -3.601 -1.469 -2.031
37 H -2.062 -0.045 4.959
38 O -0.270 -0.617 0.133
39 H 0.166 -0.418 -2.408
40 C 1.406 0.976 0.558
41 H 5.076 3.498 -0.488
42 O -3.034 -0.996 -1.025
43 H -0.951 -2.173 1.313
44 O -0.188 -0.607 3.266
45 C 2.327 1.791 0.049
46 C 0.792 0.212 -1.787
47 C 6.128 3.636 -0.696
48 N -5.534 -2.236 -0.576
49 H 5.944 3.690 -2.802
50 C 6.594 3.739 -1.937

The total charge is -1. The lowest unoccupied orbital energy comes out at 0.0 eV. Its spin multiplicity is 1. The HOMO energy is -4.57 eV.

(8)
Entry from the OMol25 dataset: one molecule with the formula C17H14N2O2 (ωB97M-V with the def2-TZVPD basis set).

Geometry (Å):
1 H -2.511 0.771 -3.472
2 C 2.518 2.084 1.195
3 H -4.023 -3.230 -2.950
4 C 0.593 -1.826 1.871
5 C -3.400 -1.179 -3.277
6 H -3.994 -1.084 -4.176
7 C -2.581 -0.121 -2.878
8 C -1.926 -1.467 -0.991
9 C -1.896 -0.258 -1.668
10 C -3.439 -2.391 -2.604
11 H 3.963 0.501 0.715
12 O 1.020 3.611 -0.706
13 O -1.125 2.508 -2.302
14 C -0.457 -0.061 0.021
15 C -0.566 1.900 -1.359
16 H 2.102 0.072 3.597
17 C 0.639 2.421 -0.579
18 H 4.679 2.139 0.971
19 N -1.028 0.632 -1.011
20 C 0.621 0.394 0.870
21 H -2.667 -3.496 -0.915
22 H 0.973 -2.552 2.585
23 H 2.522 1.765 2.239
24 H 3.815 1.739 -0.514
25 C 1.281 1.585 0.494
26 H 0.445 -0.530 3.980
27 H -0.640 -3.316 0.955
28 H 2.530 3.194 1.209
29 C -1.005 -1.302 0.073
30 C 3.824 1.587 0.543
31 N 0.985 -0.457 1.938
32 C -2.691 -2.539 -1.425
33 H 0.728 1.111 3.321
34 C -0.377 -2.266 0.970
35 C 1.090 0.059 3.278

The value obtained for the energy relative to the best compared isomer or geometry (same formula, charge and spin) is 167.5 kJ/mol. The lowest unoccupied orbital energy comes out at -1.0 eV. Its spin multiplicity is 1. The HOMO energy is -7.58 eV.

Which formula does entry 4 have?
C4H12NPS

Repeat the third record exactly.
Entry from the OMol25 dataset: one molecule with the formula C5H6N2O (ωB97M-V with the def2-TZVPD basis set).

Geometry (Å):
1 H 0.985 1.716 -1.070
2 H -2.673 -0.244 -0.263
3 C 1.311 0.341 0.662
4 N 3.435 -0.519 -0.557
5 H -2.278 -1.757 0.647
6 C 0.594 1.404 -0.142
7 H 0.502 2.202 0.496
8 C -2.130 -1.169 -0.295
9 C -0.808 -0.483 0.012
10 H -2.198 -1.572 -1.282
11 N 0.148 -1.043 0.558
12 H 1.353 0.412 1.680
13 C 2.516 -0.094 -0.025
14 O -0.758 0.804 -0.421

The value obtained for the energy relative to the best compared isomer or geometry (same formula, charge and spin) is 195.8 kJ/mol. The lowest unoccupied orbital energy comes out at 0.7 eV. Its spin multiplicity is 1. The HOMO energy is -10.49 eV.